C2H44NO18 | ωB97M-V with the def2-TZVPD basis set

```
65
Properties=species:S:1:pos:R:3
C 0.176 1.564 -0.786
N -0.991 1.680 0.223
C -1.672 3.054 0.000
H 0.113 2.184 -1.671
H 1.248 1.747 -0.510
H 0.177 0.394 -0.976
H -0.621 1.552 1.102
H -1.703 1.057 0.112
H -2.579 3.097 -0.603
H -0.926 3.792 -0.072
H -2.143 3.228 1.007
H -2.813 -2.893 1.125
H -3.612 -2.641 2.344
O -3.528 -2.200 1.528
H 0.696 -0.036 4.866
H 0.077 0.284 3.349
O 0.696 0.288 4.036
H -2.133 -1.422 -2.814
H -3.404 -2.165 -3.243
O -3.032 -1.552 -2.572
H 3.185 3.575 -2.187
H 1.863 3.205 -3.032
O 2.683 2.895 -2.682
H 3.785 0.277 -0.672
H 3.666 1.426 -1.674
O 3.887 0.491 -1.544
H 1.760 -3.516 0.086
H 1.801 -4.541 1.298
O 1.673 -3.639 1.070
H 1.355 0.388 -3.841
H 1.991 -0.506 -3.014
O 1.024 -0.422 -3.297
H -1.343 2.760 2.927
H -0.905 4.011 2.252
O -1.179 3.666 3.073
H -1.867 -1.697 -1.041
H -1.345 -3.084 -0.722
O -1.616 -2.328 -0.323
H 3.105 1.753 1.686
H 4.494 2.021 0.998
O 3.755 1.431 0.990
H -1.480 -0.680 3.393
H -2.205 -0.454 2.036
O -1.595 -0.058 2.641
H -4.031 0.399 -0.278
H -3.150 -0.835 0.250
O -3.248 0.024 0.103
H -1.308 -3.384 2.963
H -0.339 -3.877 1.806
O -1.264 -3.874 2.166
H -0.511 -1.084 0.481
H 0.792 -1.629 0.515
O 0.370 -0.750 0.505
H 1.120 1.904 2.472
H 2.091 2.716 3.393
O 1.836 2.644 2.474
H 4.570 -2.046 -1.198
H 4.992 -1.124 -0.165
O 4.760 -1.997 -0.361
H -1.159 0.201 -3.379
H -2.628 0.896 -3.512
O -1.774 0.925 -3.091
H -0.897 -2.957 -3.727
H -0.031 -1.748 -3.250
O -0.711 -2.395 -3.035
```

Results
Charge = +1
Frontier orbital gap = 10.95 eV

***

C52H59BN7OP2SSbTe2Ti | ωB97M-V with the def2-TZVPD basis set

```
127
Properties=species:S:1:pos:R:3
Ti 0.292 0.836 0.247
C 2.493 -0.023 -3.382
C 1.317 0.113 -2.623
N 1.540 0.783 -1.496
N 2.871 1.108 -1.521
C 3.451 0.622 -2.637
B 3.479 2.272 -0.709
N 3.047 2.191 0.790
C 3.836 2.580 1.799
C 3.144 2.451 2.986
C 1.902 1.948 2.601
N 1.842 1.776 1.278
N 3.055 3.605 -1.394
C 3.782 4.746 -1.402
C 3.086 5.692 -2.118
C 1.920 5.009 -2.522
N 1.912 3.759 -2.088
H 2.619 -0.529 -4.327
H 0.331 -0.256 -2.848
H 4.505 0.779 -2.817
H 4.690 2.230 -0.742
H 4.841 2.924 1.602
H 3.482 2.685 3.982
H 1.061 1.694 3.221
H 4.734 4.802 -0.891
H 3.366 6.716 -2.317
H 1.086 5.378 -3.107
Te 1.934 -4.373 -0.186
C 0.970 -5.634 1.253
C 1.657 -6.079 2.374
C 1.051 -6.994 3.231
N -0.174 -7.484 3.048
C -0.826 -7.055 1.965
C -0.301 -6.153 1.048
C 1.208 -2.385 -0.151
P 1.889 -1.148 0.909
C 3.714 -1.269 0.759
C 4.300 -1.668 -0.434
C 5.679 -1.616 -0.608
C 6.495 -1.148 0.410
C 5.922 -0.730 1.601
C 4.541 -0.775 1.765
C 1.665 -1.663 2.682
C 0.554 -1.166 3.363
C 0.216 -1.637 4.627
C 0.971 -2.640 5.217
C 2.067 -3.164 4.541
C 2.412 -2.677 3.285
P -0.449 -1.876 -0.495
C -0.861 -2.931 -1.979
C -2.063 -3.601 -2.202
C -2.324 -4.242 -3.413
C -1.394 -4.223 -4.437
C -0.174 -3.595 -4.219
C 0.087 -2.970 -3.006
C -1.624 -2.597 0.732
C -2.999 -2.380 0.589
C -3.907 -2.902 1.500
C -3.455 -3.628 2.597
C -2.092 -3.822 2.771
C -1.189 -3.313 1.841
H 2.657 -5.719 2.583
H 1.577 -7.351 4.112
H -1.825 -7.458 1.827
H -0.882 -5.850 0.184
H 3.662 -2.018 -1.237
H 6.117 -1.944 -1.545
H 7.570 -1.102 0.275
H 6.549 -0.366 2.406
H 4.096 -0.422 2.687
H -0.060 -0.426 2.866
H -0.650 -1.231 5.139
H 0.699 -3.022 6.196
H 2.651 -3.961 4.993
H 3.265 -3.090 2.757
H -2.805 -3.658 -1.421
H -3.265 -4.765 -3.544
H -1.609 -4.699 -5.386
H 0.582 -3.594 -4.996
H 1.053 -2.512 -2.832
H -3.360 -1.788 -0.246
H -4.968 -2.736 1.357
H -4.161 -4.025 3.317
H -1.722 -4.380 3.625
H -0.129 -3.484 1.979
C -0.376 2.175 -4.945
C -1.455 2.949 -4.171
Sb -1.435 2.384 -2.050
C -3.180 3.585 -1.533
C -4.049 4.106 -2.682
C -2.543 0.537 -2.495
C -3.872 0.614 -3.246
H -0.312 2.492 -5.994
H -0.587 1.098 -4.943
H 0.609 2.312 -4.489
H -2.448 2.781 -4.599
H -1.255 4.027 -4.216
H -2.762 4.426 -0.975
H -3.777 3.003 -0.826
H -3.463 4.707 -3.383
H -4.853 4.745 -2.296
H -4.512 3.297 -3.251
H -2.661 0.051 -1.527
H -1.846 -0.088 -3.064
H -4.619 1.187 -2.690
H -4.282 -0.390 -3.417
H -3.749 1.081 -4.228
Te -0.069 4.241 1.172
C -1.546 5.745 1.366
C -2.907 5.638 1.542
C -3.580 6.885 1.741
C -2.732 7.953 1.711
S -1.118 7.419 1.437
H -3.420 4.681 1.530
H -4.649 6.975 1.906
H -2.959 9.002 1.843
C -2.294 1.402 3.027
C -2.477 1.471 1.521
C -3.844 0.907 1.140
O -1.411 0.839 0.861
H -3.122 1.911 3.532
H -1.363 1.899 3.310
H -2.272 0.351 3.348
H -2.475 2.528 1.245
H -3.980 -0.091 1.561
H -3.958 0.850 0.054
H -4.626 1.563 1.537
```

Results
Multiplicity = 3
Charge = -2
Frontier orbital gap (spin up / spin down) = 3.95 / 4.76 eV

***

C17H20BrFN6O2 | ωB97M-V with the def2-TZVPD basis set

```
47
Properties=species:S:1:pos:R:3
O -2.060 1.193 1.131
C -1.220 2.054 0.950
N -0.559 2.678 1.946
C -0.786 2.373 3.347
C -0.412 0.940 3.697
C 1.059 0.631 3.533
F 1.742 1.031 4.682
C 1.343 -0.847 3.294
N 1.230 -1.199 1.892
C 0.123 -1.380 1.135
C 0.614 -1.639 -0.123
C -0.123 -1.952 -1.376
C -0.193 -3.421 -1.702
C -0.578 -3.912 -3.064
C 0.841 -4.046 -2.589
C -1.296 -1.073 -1.722
C -0.010 -0.948 -2.487
N 1.965 -1.587 -0.068
N 2.336 -1.313 1.153
C -0.877 2.515 -0.452
N -1.939 2.835 -1.202
C -1.698 3.182 -2.454
N -0.506 3.235 -3.047
C 0.539 2.905 -2.308
O 1.753 2.931 -2.867
C 0.406 2.528 -0.966
Br 1.937 1.997 0.008
H 0.158 3.341 1.703
H -0.184 3.074 3.927
H -1.832 2.552 3.602
H -0.701 0.737 4.732
H -1.003 0.265 3.079
H 1.481 1.203 2.701
H 2.362 -1.072 3.600
H 0.666 -1.480 3.870
H -0.879 -1.312 1.520
H -0.535 -4.013 -0.859
H -1.187 -4.804 -3.124
H -0.805 -3.192 -3.839
H 1.594 -3.391 -3.008
H 1.218 -5.027 -2.332
H -2.143 -1.537 -2.211
H -1.580 -0.288 -1.031
H 0.626 -0.090 -2.312
H 0.036 -1.303 -3.508
H -2.556 3.443 -3.061
H 1.633 3.183 -3.792
```

Results
Charge = 0
SMILES = O=C(NCC[C@@H](F)Cn1cc(C2(C3CC3)CC2)nn1)c1ncnc(O)c1Br
Frontier orbital gap = 9.39 eV